No. 1
Below is a molecular structure, C9H23AlF4N4Si at a distorted geometry, with properties calculated with the ωB97M-V functional and the def2-TZVPD basis.

Last column: natural (NBO) charge in e.
Positions of all 42 atoms, in Å:
C  -0.355446  -1.462566  3.484223  -0.62
C  -0.320401  -1.380338  1.966723  -0.24
N  -1.508001  -2.016593  1.401317  -0.38
N  -1.295608  -2.530342  0.108508  -0.40
C  -0.974767  -1.744124  -0.922291  0.69
N  -0.123184  -2.162639  -1.904112  -0.60
C  1.080279  -1.258349  -1.964396  -0.20
C  0.670273  0.215260  -2.062224  -0.69
Si  1.667626  1.364125  -0.887266  1.64
C  3.081081  0.495605  -0.014787  -1.13
C  2.444971  2.736506  -1.904228  -1.11
C  0.488389  2.076487  0.336185  -1.14
C  -0.849747  0.449028  -1.890765  -0.23
N  -1.538710  -0.509527  -0.990612  -0.57
H  -1.034647  -0.720814  3.902688  0.26
H  -0.609046  -2.468999  3.827928  0.19
H  0.643944  -1.233205  3.858583  0.22
H  -0.329491  -0.331533  1.686576  0.22
H  0.613981  -1.816664  1.577594  0.15
H  -1.766617  -2.806844  1.977199  0.36
H  -1.454248  -3.516159  -0.045681  0.40
H  0.203563  -3.098551  -1.681731  0.38
H  1.661043  -1.558187  -2.834004  0.22
H  1.664689  -1.474047  -1.066098  0.19
H  0.900043  0.555380  -3.074235  0.25
H  2.747612  -0.254060  0.710347  0.23
H  3.670058  1.226784  0.543896  0.25
H  3.764754  -0.009393  -0.703887  0.23
H  2.940663  2.297480  -2.775406  0.23
H  1.683530  3.433846  -2.257678  0.24
H  3.195924  3.257204  -1.309153  0.24
H  -0.280384  2.671034  -0.159114  0.27
H  -0.029058  1.296536  0.887086  0.25
H  0.990702  2.721920  1.061017  0.25
H  -1.336574  0.379257  -2.869459  0.19
H  -1.065428  1.447211  -1.517497  0.26
H  -2.476955  -0.662302  -1.353089  0.44
F  -2.718613  2.200614  0.115364  -0.79
Al  -3.378193  1.286330  1.388489  2.16
F  -2.225635  1.237690  2.628731  -0.79
F  -3.623816  -0.286662  0.812970  -0.79
F  -4.818558  1.953601  1.912288  -0.77

Forces on atoms 1 to 6 (eV/Å):
C 0.2 0.2 0.0
C 0.2 0.3 0.1
N -0.3 -0.4 0.0
N 0.1 -0.1 -0.4
C -0.9 0.4 0.0
N 0.2 -0.3 0.5

Electronic energy, eV: -41018.366
Spin multiplicity: 1
Molar mass, g mol⁻¹: 318.37
Energy relative to the best compared isomer or geometry (same formula, charge and spin), kcal/mol: 0.00
Orbital gap, eV: 8.92

***

No. 2
Below is a single CH6N2O2 molecule at a distorted geometry, with properties calculated with the ωB97M-V functional and the def2-TZVPD basis.

Last column: natural (NBO) charge in e.
Positions of all 11 atoms, in Å:
N  0.817962  1.663164  0.651756  -0.66
N  0.091118  0.459591  0.766710  -0.48
C  0.413931  -0.546784  -0.206971  0.07
O  -0.637556  -1.543924  -0.169059  -0.29
O  -1.832690  -1.109104  -0.824323  -0.47
H  0.958683  1.939298  -0.324737  0.32
H  1.728158  1.523564  1.081707  0.35
H  -0.908796  0.669124  0.684171  0.36
H  1.284970  -1.123040  0.121489  0.18
H  0.550817  -0.148449  -1.233422  0.14
H  -2.466597  -1.783438  -0.547324  0.47

Forces on atoms 1 to 6 (eV/Å):
N 0.3 0.1 -0.2
N -0.8 0.3 0.2
C -1.4 -0.7 -0.2
O 1.2 -0.5 0.3
O 0.1 1.0 -0.4
H 0.0 -0.1 0.2

Electronic energy, eV: -8205.337
SMILES string: NNCOO
Spin multiplicity: 1
Molar mass, g mol⁻¹: 78.07
Energy relative to the best compared isomer or geometry (same formula, charge and spin), kcal/mol: 127.71
Orbital gap, eV: 10.36

***

No. 3
Below is 2 unconnected molecules or ions with the total composition C7H10 at a distorted geometry, with properties calculated with the ωB97M-V functional and the def2-TZVPD basis.

Last column: natural (NBO) charge in e.
Positions of all 17 atoms, in Å:
C  -1.274082  0.875269  -0.507892  -0.21
C  0.066555  0.707919  -0.626859  0.03
C  1.381369  0.467985  0.094310  -0.25
C  1.053580  -0.537217  1.174129  -0.41
C  1.191941  -1.033673  -0.228652  -0.21
C  -0.030626  -0.686784  -1.102007  -0.25
C  -1.555380  -0.594235  -0.733989  -0.43
H  -1.941906  1.721943  -0.418453  0.21
H  2.288145  1.063451  0.136561  0.23
H  1.883751  -0.798527  1.827222  0.23
H  0.089903  -0.505449  1.680333  0.21
H  1.951780  -1.757963  -0.504253  0.22
H  0.138669  -0.834524  -2.171771  0.22
H  -1.746442  -1.137392  0.203683  0.21
H  -2.310419  -0.869255  -1.471810  0.20
H  -0.871165  1.741659  1.271429  0.01
H  -0.300630  2.235202  1.391500  -0.02

Forces on atoms 1 to 6 (eV/Å):
C -0.1 0.0 -0.6
C -0.2 -0.1 -0.1
C 0.2 0.3 -0.1
C -0.1 0.0 0.1
C 0.2 -0.4 0.0
C 0.1 -0.3 -0.1

Electronic energy, eV: -7415.116
SMILES string: C1=C2[C@H]3C[C@H]3[C@H]2C1.[H][H]
Spin multiplicity: 1
Molar mass, g mol⁻¹: 94.16
Energy relative to the best compared isomer or geometry (same formula, charge and spin), kcal/mol: 136.49
Orbital gap, eV: 9.47

***

No. 4
Below is 11 unconnected molecules or ions with the total composition C17H42F14N11O31S14 at a distorted geometry, with properties calculated with the ωB97M-V functional and the def2-TZVPD basis.

Last column: Löwdin charge in e.
Positions of all 129 atoms, in Å:
C  -3.128502  2.606278  1.590930  0.04
C  -2.991482  1.538568  2.762150  -0.31
O  -2.802732  0.355498  2.571430  0.16
N  -3.132592  2.125548  4.169270  0.08
H  -2.280582  2.663018  4.242120  0.06
H  -3.831452  2.839308  4.318420  0.17
C  -2.920302  1.000608  5.191760  0.03
H  -3.925752  2.181628  0.980880  0.08
H  -2.222732  2.548118  0.987370  0.07
H  -3.460612  3.629388  1.767210  0.09
H  -3.781502  0.338338  5.103300  0.08
H  -2.982972  1.528508  6.143330  0.10
H  -1.998482  0.470348  4.952640  0.07
C  -4.941332  0.171308  -6.642190  0.03
C  -4.452682  -1.209232  -6.139750  -0.27
O  -5.097282  -2.243322  -6.519220  0.06
N  -3.171932  -1.231062  -5.276980  0.08
H  -2.457292  -0.761822  -5.814760  0.04
H  -3.420332  -0.742582  -4.428580  0.05
C  -2.779992  -2.675952  -4.973760  0.03
H  -5.579062  -0.001412  -7.509120  0.09
H  -4.086432  0.793228  -6.907620  0.09
H  -5.616732  0.558598  -5.879340  0.08
H  -3.581112  -3.137202  -4.396220  0.10
H  -1.852072  -2.827402  -4.422280  0.08
H  -2.623182  -3.117432  -5.957940  0.10
C  3.896208  -0.673452  6.176150  0.02
C  5.076778  -0.627522  5.208880  -0.34
O  5.234148  0.340988  4.466150  0.18
N  6.160878  -1.665232  5.314940  0.08
H  7.020288  -1.485892  5.814300  0.18
H  5.806808  -2.418532  5.887020  0.16
C  6.603768  -2.386052  4.053580  0.05
H  3.112928  -1.431202  6.156480  0.10
H  3.353598  0.269808  6.113390  0.10
H  4.353048  -0.774392  7.160630  0.08
H  7.159418  -1.640572  3.484720  0.10
H  5.725438  -2.836722  3.591470  0.12
H  7.381128  -3.086792  4.358160  0.10
C  1.926418  -1.449032  3.277610  -0.06
C  1.863828  -0.865442  1.829350  -0.18
C  0.445918  -0.419512  1.354570  -0.08
N  0.315298  0.176558  -0.079580  -0.21
C  0.870208  1.589418  -0.114480  0.04
C  0.992978  -0.716762  -1.190000  -0.04
C  0.382658  -0.158962  -2.508440  -0.12
C  -1.037692  0.190908  -2.104260  -0.17
C  -1.116382  0.114478  -0.582670  -0.09
H  1.633438  -0.596332  3.890110  0.05
H  2.950488  -1.645592  3.595010  0.04
H  1.242288  -2.281752  3.440840  0.06
H  2.423978  -1.484832  1.128860  0.10
H  2.443038  0.057618  1.853210  0.09
H  -0.022972  0.332068  1.989690  0.11
H  -0.225882  -1.276552  1.402240  0.10
H  0.547508  2.113988  -1.013800  0.10
H  1.959558  1.568298  -0.083390  0.10
H  0.413778  2.168388  0.688370  0.08
H  2.054838  -0.627022  -0.960890  0.11
H  0.695428  -1.724452  -0.899980  0.11
H  0.950028  0.705198  -2.853990  0.10
H  0.502788  -0.973542  -3.222680  0.11
H  -1.390392  1.153028  -2.475760  0.08
H  -1.751272  -0.535582  -2.493010  0.09
H  -1.767672  0.931818  -0.273030  0.11
H  -1.492942  -0.877902  -0.334690  0.14
N  2.584758  4.977218  -3.620970  -0.26
S  1.976958  4.937898  -2.045190  0.58
O  2.558308  3.910768  -1.179870  -0.30
O  0.630448  5.312138  -1.695590  -0.27
F  2.890428  6.165338  -1.572720  -0.22
S  1.499848  4.296478  -4.293540  0.36
O  0.273988  5.053638  -4.559030  -0.31
O  1.451488  2.848518  -4.188300  -0.29
F  2.086428  4.478428  -5.758630  -0.21
N  0.504858  -5.313702  -0.430480  -0.23
S  -0.696662  -4.953692  -1.639970  0.63
O  -0.561312  -3.604022  -2.272760  -0.33
O  -2.015532  -5.555942  -1.665830  -0.28
F  0.088228  -5.915452  -2.709170  -0.25
S  -0.493012  -4.989192  0.645940  0.35
O  -1.393842  -6.007692  1.186020  -0.30
O  -1.044282  -3.646452  0.787160  -0.30
F  0.645188  -4.970302  1.748030  -0.22
N  -4.031282  0.096548  -3.103820  -0.30
S  -4.054372  1.775738  -3.101160  0.58
O  -3.548732  2.489918  -1.970360  -0.25
O  -5.056422  2.504578  -3.944780  -0.30
F  -2.826652  1.828348  -4.090240  -0.18
S  -5.135862  -0.116382  -2.061780  0.46
O  -6.476532  0.306418  -2.416150  -0.29
O  -4.674972  -0.157612  -0.678030  -0.27
F  -5.405102  -1.655982  -2.390610  -0.20
N  -2.374992  -3.248672  5.831030  -0.28
S  -3.931332  -3.217142  5.263220  0.68
O  -4.748492  -4.445262  5.150850  -0.31
O  -4.435402  -1.995902  4.542540  -0.32
F  -4.457352  -2.960932  6.854820  -0.31
S  -1.703202  -3.180102  4.533050  0.38
O  -1.386622  -1.872122  4.025870  -0.29
O  -2.132262  -4.222142  3.639010  -0.26
F  -0.275362  -3.709982  5.132110  -0.23
N  6.914678  0.694898  -0.487790  -0.21
S  7.903908  0.849078  0.551090  0.37
O  8.584068  -0.382622  0.960690  -0.33
O  7.929138  2.077078  1.428480  -0.31
F  8.919758  1.266958  -0.538710  -0.20
S  5.796768  0.384768  0.592570  0.48
O  5.213278  1.502608  1.194030  -0.23
O  5.895938  -0.924712  1.236650  -0.31
F  4.580698  0.036898  -0.459220  -0.22
N  -0.705082  3.401998  3.945590  -0.29
S  -0.156682  4.571248  3.328710  0.40
O  -0.124362  4.639918  1.883440  -0.26
O  0.816508  5.461348  4.068720  -0.30
F  -1.491592  5.432288  3.490920  -0.22
S  0.807978  2.631038  4.319710  0.63
O  1.443968  3.031538  5.532620  -0.27
O  1.711168  2.330828  3.240360  -0.23
F  0.155088  1.155068  4.738580  -0.23
N  -1.298262  -0.237882  -6.822050  -0.28
S  -0.286792  0.840168  -6.648710  0.40
O  -0.743392  2.154268  -7.069650  -0.27
O  1.084358  0.440468  -6.690670  -0.25
F  -0.415762  1.066608  -5.042270  -0.21
S  -1.030392  -0.339752  -8.555560  0.63
O  0.191498  -1.031192  -8.935070  -0.28
O  -1.526922  0.785788  -9.339180  -0.28
F  -2.075402  -1.535802  -8.832020  -0.22

Forces on atoms 1 to 6 (eV/Å):
C -0.4 -1.7 0.7
C -0.5 -0.5 -3.0
O -0.4 3.4 1.3
N 1.3 -2.4 -0.1
H 1.2 0.8 -0.2
H -0.9 -0.4 -0.1

Electronic energy, eV: -287895.772
Spin multiplicity: 1
Molar mass, g mol⁻¹: 1611.48
Charge: -3
Energy relative to the best compared isomer or geometry (same formula, charge and spin), kcal/mol: 0.00
Orbital gap, eV: 5.51